76
Properties=species:S:1:pos:R:3 method="wB97M-V/def2-TZVPD" homo_ev="-7.5993 / -7.5487" multiplicity=2 e_above_lowest_kj_mol=231.42 mol_weight_da=1044.3 gap_ev="5.70 / 4.59"
Ir -1.602 2.336 -2.052
C 4.893 -0.472 0.905
C 4.229 -1.398 -0.129
C 5.336 -1.963 -1.021
C 3.527 -2.561 0.586
C 3.191 -0.622 -0.925
C 2.245 0.140 -0.250
C 1.286 0.833 -0.951
Se 0.103 2.062 -0.035
C -1.065 0.923 0.997
C -0.577 0.275 2.109
C -1.442 -0.351 2.997
C -2.811 -0.200 2.760
C -3.343 0.461 1.669
C -2.446 0.963 0.671
O -2.843 1.457 -0.448
C -4.831 0.767 1.559
C -5.641 0.140 2.699
C -5.398 0.259 0.228
C -5.015 2.292 1.644
C -0.875 -1.065 4.216
C -1.970 -1.461 5.209
C -0.139 -2.333 3.759
C 0.106 -0.137 4.952
C 1.194 0.820 -2.367
O 0.207 1.410 -2.948
C 2.238 0.135 -3.061
C 3.168 -0.573 -2.320
C 2.359 0.279 -4.572
C 1.122 -0.280 -5.285
C 3.596 -0.437 -5.125
C 2.494 1.775 -4.891
H 5.685 -1.007 1.427
H 4.183 -0.112 1.646
H 5.329 0.391 0.406
H 6.058 -2.501 -0.412
H 5.861 -1.158 -1.530
H 4.936 -2.660 -1.754
H 4.225 -3.081 1.237
H 3.144 -3.271 -0.142
H 2.691 -2.211 1.186
H 2.243 0.200 0.827
H 0.486 0.284 2.287
H -3.492 -0.587 3.493
H -5.523 -0.941 2.725
H -6.697 0.357 2.552
H -5.350 0.556 3.661
H -5.284 -0.820 0.161
H -4.874 0.719 -0.604
H -6.455 0.509 0.159
H -4.555 2.685 2.549
H -6.075 2.535 1.665
H -4.560 2.782 0.788
H -2.672 -2.161 4.761
H -2.503 -0.578 5.553
H -1.527 -1.943 6.078
H -0.843 -3.046 3.339
H 0.365 -2.803 4.601
H 0.601 -2.106 2.996
H -0.386 0.799 5.208
H 0.979 0.094 4.350
H 0.448 -0.608 5.872
H 3.937 -1.102 -2.854
H 0.992 -1.336 -5.061
H 1.237 -0.159 -6.360
H 0.228 0.256 -4.973
H 3.570 -1.505 -4.915
H 4.509 -0.013 -4.711
H 3.630 -0.314 -6.205
H 1.573 2.295 -4.647
H 2.697 1.913 -5.949
H 3.308 2.218 -4.320
Se -1.548 2.438 -4.692
Se -3.331 3.480 -5.597
Te -4.989 3.959 -3.676
Se -3.546 4.080 -1.704